Here is a molecular structure, C31H26N4O4SSbSe4TcTe at a distorted geometry from OMol25. Energies are from ωB97M-V with the def2-TZVPD basis set.

total charge = +2
electronic energy = -12309.23322 Eh
M = 1213.84 g/mol
strongest force on any atom = 4.6 eV Å⁻¹
HOMO-LUMO gap = 4.779 eV
HOMO level = -13.22 eV

The geometry in XYZ format:
```
73
Properties=species:S:1:pos:R:3:forces:R:3:lowdin_charge:R:1
Tc -0.038 -0.414 0.154 1.519 -4.270 1.035 0.87
C 0.666 3.850 4.047 0.005 0.020 0.011 -0.04
C 1.289 3.479 2.868 -0.059 -0.015 0.017 -0.06
C 0.858 2.358 2.174 -0.002 -0.006 -0.036 -0.08
C -0.234 1.629 2.635 0.077 0.275 0.051 -0.22
C -0.846 1.990 3.843 -0.070 -0.060 -0.146 0.00
C -0.387 3.086 4.542 0.000 0.043 0.009 -0.04
N -0.734 0.500 1.896 -0.274 -0.703 0.534 -0.10
N -1.608 -0.143 2.539 -0.334 0.064 -0.149 0.10
C -2.096 -1.268 1.914 -0.394 0.251 -0.347 -0.35
C -2.933 -2.114 2.637 0.042 0.221 0.137 0.04
C -3.321 -3.304 2.077 -0.035 -0.175 -0.038 0.00
C -2.817 -3.643 0.820 -0.135 0.036 0.063 0.00
C -2.033 -2.745 0.143 -0.055 0.408 -0.145 -0.19
N -1.738 -1.505 0.625 0.058 -0.855 0.930 -0.16
H 1.005 4.725 4.586 -0.007 -0.016 0.026 0.12
H 2.120 4.057 2.485 0.047 -0.051 0.035 0.12
H 1.432 2.025 1.327 0.020 -0.059 -0.186 0.04
H -1.680 1.416 4.214 0.018 0.054 0.031 0.11
H -0.861 3.351 5.477 -0.010 0.040 -0.015 0.12
H -3.206 -1.815 3.639 -0.028 -0.039 -0.010 0.14
H -3.966 -3.986 2.615 0.029 -0.001 0.010 0.13
H -3.019 -4.604 0.371 -0.018 0.003 0.004 0.13
H -1.584 -3.026 -0.800 0.009 0.069 -0.047 0.08
O 1.978 0.127 0.435 -0.027 0.421 0.074 -0.38
N 2.858 -0.697 1.027 -0.052 0.024 -0.324 -0.16
C 4.151 -0.325 0.984 -0.005 -0.052 0.027 0.02
C 5.106 -1.143 1.525 0.035 0.023 -0.001 0.00
C 4.721 -2.358 2.088 -0.020 -0.072 -0.008 -0.01
C 3.391 -2.716 2.101 -0.012 0.034 -0.023 -0.04
C 2.446 -1.850 1.559 -0.006 -0.129 -0.117 -0.56
S 0.749 -2.174 1.507 -0.074 0.195 0.734 0.88
H 4.338 0.611 0.482 -0.002 0.002 -0.003 0.15
H 6.143 -0.846 1.481 -0.005 0.013 0.004 0.13
H 5.463 -3.030 2.496 0.004 0.011 0.004 0.13
H 3.059 -3.665 2.496 0.003 0.022 0.064 0.12
C -3.368 -0.009 -1.933 -0.313 -0.009 -0.087 -0.31
Te -1.382 -0.736 -2.262 -0.583 0.048 -0.296 1.73
C -1.490 0.887 -3.659 0.072 -0.015 -0.336 -0.33
C -2.795 0.476 -4.282 -0.017 -0.010 -0.008 -0.31
C -3.043 0.496 -5.648 0.014 0.016 -0.006 -0.01
C -4.269 0.054 -6.121 -0.013 0.017 -0.004 -0.04
C -5.238 -0.412 -5.238 0.015 -0.003 0.042 -0.04
C -4.996 -0.434 -3.872 0.034 -0.015 0.005 -0.01
C -3.774 0.016 -3.389 0.048 -0.003 0.089 -0.32
H -3.368 0.977 -1.468 0.166 0.008 0.043 0.08
H -3.959 -0.698 -1.334 0.035 -0.028 -0.005 0.07
H -0.646 0.914 -4.345 0.053 -0.127 0.041 0.07
H -1.569 1.826 -3.110 -0.003 -0.007 0.147 0.01
H -2.288 0.861 -6.334 0.011 -0.043 -0.001 0.13
H -4.469 0.062 -7.183 -0.002 0.006 0.004 0.12
H -6.185 -0.772 -5.617 -0.005 0.029 -0.014 0.12
H -5.751 -0.801 -3.189 0.000 -0.001 -0.004 0.12
O 2.931 0.979 -2.704 0.248 0.000 -0.201 0.02
C 2.321 0.243 -3.669 -0.090 0.182 0.045 -0.28
C 2.164 0.704 -4.975 -0.025 0.023 0.044 -0.01
C 1.466 -0.049 -5.904 -0.006 0.039 -0.043 -0.07
C 0.907 -1.270 -5.551 -0.034 -0.066 0.067 -0.07
C 1.062 -1.730 -4.252 0.231 -0.050 -0.135 -0.08
C 1.783 -0.991 -3.311 -0.169 -0.162 0.128 -0.12
C 1.965 -1.570 -1.934 -0.080 0.133 0.129 -0.53
O 3.011 -1.932 -1.480 0.108 0.027 0.033 0.16
O 0.785 -1.705 -1.286 -0.386 0.626 -0.409 -0.45
H 3.285 1.796 -3.092 -0.154 -0.128 0.127 0.08
H 2.595 1.656 -5.257 0.005 0.070 -0.006 0.12
H 1.361 0.323 -6.915 0.036 -0.011 -0.002 0.12
H 0.390 -1.875 -6.283 -0.015 0.030 0.004 0.12
H 0.697 -2.713 -3.979 -0.065 0.033 0.027 0.13
Se 1.751 4.435 -3.222 -0.049 -0.534 0.139 0.11
Sb 0.132 3.844 -1.586 0.052 2.382 -1.067 0.02
Se 0.078 1.518 -0.849 0.948 2.323 -1.033 0.40
Se -2.032 5.076 -1.715 -0.318 -0.165 -0.094 0.11
Se -0.419 5.699 -0.027 0.011 -0.340 0.433 0.14
```
Positions in Å, forces in eV/Å.

Here is a molecular structure, C31H27BF6N7O5SeTeY from OMol25. Energies are from ωB97M-V with the def2-TZVPD basis set.

total charge = -2
electronic energy = -5289.29054 Eh
M = 997.87 g/mol
strongest force on any atom = 0.4 eV Å⁻¹
HOMO-LUMO gap = 7.411 eV
HOMO level = -3.10 eV

The geometry in XYZ format:
```
80
Properties=species:S:1:pos:R:3:forces:R:3:lowdin_charge:R:1
Y -1.291 -1.204 -0.812 -0.205 0.339 0.173 1.40
B -4.584 -2.474 -1.784 0.000 -0.027 -0.015 -0.42
N -4.676 -0.963 -1.385 0.009 0.016 0.034 -0.08
C -5.750 -0.168 -1.415 -0.016 0.005 -0.001 -0.11
C -5.366 1.117 -1.065 -0.002 -0.010 -0.002 -0.08
C -3.995 1.004 -0.830 0.010 -0.005 0.018 -0.15
N -3.591 -0.251 -1.025 0.035 0.041 -0.003 -0.02
N -4.047 -3.265 -0.562 0.005 0.030 0.028 -0.09
C -4.655 -4.201 0.172 -0.013 -0.016 0.017 -0.10
C -3.803 -4.590 1.192 -0.011 0.011 -0.014 -0.07
C -2.665 -3.807 1.002 0.026 -0.010 -0.003 -0.15
N -2.820 -3.017 -0.059 -0.015 -0.042 -0.035 -0.03
H -5.707 -2.858 -2.024 -0.012 0.000 0.003 0.06
H -3.821 -2.589 -2.708 0.004 0.003 -0.008 0.06
H -6.709 -0.572 -1.690 -0.001 0.002 0.001 0.11
H -5.982 1.996 -0.995 -0.002 0.002 0.001 0.08
H -3.275 1.754 -0.543 -0.001 0.002 -0.002 0.09
H -5.650 -4.523 -0.086 -0.001 -0.001 0.001 0.11
H -3.976 -5.332 1.952 -0.001 -0.001 0.002 0.08
H -1.751 -3.769 1.575 0.003 -0.002 0.002 0.10
F 3.547 0.898 1.307 -0.008 0.004 0.008 0.08
C 2.592 1.251 2.181 0.009 -0.013 0.023 -0.19
C 1.491 0.504 2.334 0.023 -0.065 0.020 0.05
N 0.506 0.839 3.232 -0.051 0.132 0.009 0.04
C -0.717 0.044 3.423 0.112 -0.038 0.000 -0.03
C -0.632 -1.298 2.680 -0.215 -0.162 0.099 -0.67
O -0.263 -2.288 3.303 0.066 0.043 -0.032 0.02
O -0.979 -1.254 1.455 0.062 0.084 -0.236 -0.20
C 0.587 1.990 3.981 -0.020 -0.003 0.011 -0.49
O -0.279 2.338 4.764 0.037 0.014 0.008 0.06
N 1.744 2.721 3.801 0.020 -0.004 0.021 0.22
C 2.810 2.461 2.948 -0.012 -0.015 -0.032 -0.42
O 3.780 3.192 2.907 0.012 -0.011 0.006 0.07
H 1.353 -0.401 1.753 -0.020 0.026 0.009 0.10
H -1.571 0.621 3.067 0.018 0.009 -0.008 0.12
H -0.831 -0.133 4.490 0.008 -0.029 -0.027 0.13
H 1.778 3.596 4.301 -0.001 -0.002 -0.002 0.16
C 0.866 5.550 1.971 0.000 0.016 0.002 -0.12
C -0.362 5.034 2.364 0.006 0.008 0.002 -0.11
C -0.827 3.854 1.806 -0.006 0.015 -0.022 -0.06
C -0.096 3.158 0.837 -0.008 0.036 0.003 -0.20
C 1.146 3.689 0.461 -0.044 -0.017 0.006 -0.03
C 1.615 4.866 1.021 -0.003 0.018 -0.023 -0.09
C -0.648 1.870 0.354 -0.037 -0.064 -0.004 -0.15
C -0.368 1.114 -0.721 0.078 0.045 0.118 -0.16
C 0.603 1.549 -1.735 0.023 0.001 0.031 -0.29
C 0.311 2.557 -2.659 0.013 0.001 0.013 -0.06
C 1.243 2.945 -3.609 0.012 -0.001 -0.008 -0.11
C 2.490 2.336 -3.665 -0.013 0.005 -0.005 -0.12
C 2.785 1.315 -2.769 0.016 0.005 0.001 -0.09
C 1.848 0.917 -1.830 0.017 0.020 0.002 -0.05
H 1.244 6.465 2.411 0.002 -0.004 0.000 0.09
H -0.949 5.536 3.124 -0.002 0.006 -0.002 0.10
H -1.771 3.440 2.142 -0.005 -0.001 -0.004 0.11
H 1.763 3.163 -0.253 0.000 -0.024 -0.035 0.11
H 2.591 5.236 0.732 -0.004 -0.002 0.008 0.10
H -1.398 1.488 1.052 -0.012 0.017 -0.028 0.07
H -0.658 3.042 -2.614 -0.003 -0.001 -0.004 0.11
H 0.994 3.733 -4.312 0.000 0.000 -0.001 0.09
H 3.218 2.641 -4.407 -0.001 0.001 -0.001 0.08
H 3.747 0.818 -2.803 -0.011 0.001 -0.004 0.09
H 2.088 0.113 -1.142 -0.006 0.000 -0.001 0.10
Se 1.604 -2.959 0.401 0.074 0.132 -0.086 1.10
C 3.261 -2.596 -0.452 0.005 0.029 0.009 -0.50
C 3.370 -2.302 -1.805 0.003 -0.027 0.030 -0.10
C 4.632 -2.037 -2.313 0.019 -0.004 -0.013 -0.16
N 5.758 -2.043 -1.600 0.002 0.001 -0.010 0.04
C 5.629 -2.325 -0.303 0.006 -0.001 0.012 -0.18
C 4.424 -2.604 0.314 -0.013 0.001 -0.005 -0.12
H 2.505 -2.288 -2.453 -0.013 0.001 -0.003 0.08
H 4.738 -1.809 -3.369 -0.002 0.000 0.000 0.10
H 6.545 -2.323 0.281 -0.002 0.002 -0.003 0.09
H 4.398 -2.811 1.378 -0.005 0.002 0.001 0.10
F -0.565 -5.341 -0.914 0.006 0.022 -0.048 -0.55
Te -0.110 -4.217 -2.455 0.166 -0.048 -0.059 1.92
F -0.287 -5.786 -3.556 0.049 -0.010 0.028 -0.53
F -1.248 -1.466 -2.846 0.017 -0.136 0.007 -0.56
F 0.935 -3.418 -3.901 -0.020 0.000 0.042 -0.53
F 1.603 -4.859 -2.022 -0.057 -0.016 -0.016 -0.45
O 0.535 -2.613 -0.980 -0.100 -0.338 -0.006 -1.01
```
Positions in Å, forces in eV/Å.

Here is a molecular structure, C31H27BrN7OPdS2 from OMol25. Energies are from ωB97M-V with the def2-TZVPD basis set.

total charge = -1
electronic energy = -5154.23945 Eh
M = 764.06 g/mol
strongest force on any atom = 0.9 eV Å⁻¹
HOMO-LUMO gap = 5.378 eV
HOMO level = -3.10 eV

The geometry in XYZ format:
```
70
Properties=species:S:1:pos:R:3:forces:R:3:lowdin_charge:R:1
Pd -1.111 -1.629 -1.233 0.345 0.073 -0.410 0.27
Br 4.448 1.789 6.333 0.112 -0.043 0.164 0.69
C 2.985 2.466 5.340 0.096 -0.092 -0.508 -0.72
C 2.067 3.304 5.925 -0.550 0.049 -0.494 -0.14
C 1.020 3.815 5.140 0.407 -0.055 0.628 -0.04
C 0.892 3.505 3.792 0.098 0.076 0.119 -0.30
C 1.827 2.623 3.238 0.521 0.039 -0.223 -0.03
C 2.883 2.133 3.991 -0.031 -0.157 -0.074 -0.13
N 0.010 4.296 2.987 -0.128 -0.375 0.271 0.03
N -0.756 3.787 2.131 0.158 -0.218 -0.402 0.03
C -1.015 2.433 1.970 -0.365 -0.222 0.261 -0.26
C -1.082 1.475 3.010 0.049 -0.144 -0.243 -0.04
C -1.480 0.172 2.815 -0.008 0.113 -0.338 -0.02
C -1.807 -0.344 1.512 0.007 0.671 -0.093 -0.39
O -1.975 -1.551 1.292 -0.326 -0.240 0.052 -0.06
C -1.931 0.695 0.426 0.311 -0.177 0.661 -0.15
N -2.417 0.268 -0.764 0.382 0.324 -0.128 0.06
C -2.466 1.140 -1.764 -0.384 -0.246 -0.127 -0.16
C -2.087 2.483 -1.636 -0.010 -0.197 0.448 -0.07
C -1.652 2.931 -0.412 0.347 0.270 0.048 -0.04
C -1.526 2.034 0.672 -0.385 -0.246 0.010 -0.13
H 2.163 3.567 6.964 -0.069 0.083 0.187 0.09
H 0.322 4.487 5.622 -0.093 0.096 -0.200 0.10
H 1.798 2.364 2.184 -0.189 0.062 0.100 0.11
H 3.637 1.496 3.524 -0.287 0.178 0.178 0.10
H -0.841 1.749 4.030 0.052 0.222 -0.057 0.10
H -1.527 -0.538 3.637 0.066 0.158 -0.071 0.10
H -2.892 0.784 -2.705 0.232 -0.070 0.241 0.09
H -2.159 3.136 -2.492 -0.021 0.116 -0.035 0.09
H -1.355 3.965 -0.246 -0.089 -0.188 -0.115 0.10
N 0.663 -3.143 -1.469 -0.822 -0.037 -0.417 -0.39
S 1.732 -2.540 -2.443 -0.005 -0.010 -0.400 0.98
C 2.046 -0.768 -2.198 0.090 -0.620 0.517 -0.41
C 1.278 -0.065 -1.303 -0.066 0.141 0.047 -0.10
C 1.566 1.272 -1.090 0.050 0.374 0.266 -0.06
C 2.666 1.854 -1.687 0.216 0.032 0.204 -0.08
C 3.482 1.096 -2.519 -0.080 0.587 -0.087 -0.09
C 3.148 -0.205 -2.806 0.301 -0.225 -0.430 -0.11
C 3.341 -3.120 -1.870 0.145 0.247 0.181 -0.39
C 3.888 -2.598 -0.703 -0.235 0.034 0.007 -0.08
C 5.039 -3.139 -0.177 0.142 0.075 0.135 -0.08
C 5.685 -4.173 -0.832 0.020 -0.084 0.018 -0.09
C 5.159 -4.674 -2.011 0.038 -0.248 -0.064 -0.09
C 3.975 -4.160 -2.527 -0.200 -0.116 -0.171 -0.09
H 0.900 -3.092 -0.494 0.396 0.170 0.579 -0.01
H 0.447 -0.540 -0.755 -0.010 -0.094 -0.032 0.04
H 0.961 1.854 -0.408 -0.098 -0.043 0.044 0.09
H 2.931 2.877 -1.443 -0.037 0.000 -0.123 0.10
H 4.362 1.551 -2.941 0.197 0.004 -0.188 0.10
H 3.769 -0.792 -3.477 -0.012 -0.010 0.048 0.11
H 3.400 -1.774 -0.204 -0.083 0.088 0.063 0.12
H 5.442 -2.757 0.749 0.026 0.088 0.076 0.11
H 6.583 -4.590 -0.396 0.054 -0.067 -0.121 0.10
H 5.659 -5.498 -2.506 -0.044 0.036 -0.074 0.10
H 3.518 -4.583 -3.421 0.166 0.082 0.119 0.11
C -6.364 1.003 -1.828 -0.251 0.517 -0.001 -0.10
C -6.516 -0.355 -2.485 0.020 -0.172 0.352 -0.26
C -5.351 -1.222 -2.169 0.630 -0.456 -0.006 -0.64
N -4.300 -1.291 -2.920 -0.365 0.008 -0.366 -0.01
N -3.360 -2.167 -2.479 0.362 -0.565 -0.047 -0.03
C -3.691 -2.747 -1.369 -0.061 -0.568 0.313 -0.75
N -3.029 -3.754 -0.620 -0.090 0.831 -0.351 0.04
S -5.218 -2.250 -0.783 -0.732 0.290 0.145 1.08
H -7.255 1.614 -1.993 0.057 0.059 -0.050 0.07
H -5.498 1.524 -2.242 -0.076 -0.040 0.017 0.07
H -6.211 0.942 -0.754 0.027 -0.174 0.134 0.07
H -6.558 -0.237 -3.562 0.023 -0.037 -0.226 0.11
H -7.425 -0.883 -2.178 -0.038 0.241 0.050 0.10
H -2.217 -4.065 -1.136 0.182 -0.064 -0.387 0.06
H -2.620 -3.241 0.166 -0.081 -0.139 0.376 0.04
```
Positions in Å, forces in eV/Å.